# 1
{"formula": "C6H10N", "method": "ωB97M-V/def2-TZVPD", "elements": ["C", "C", "C", "C", "C", "C", "N", "H", "H", "H", "H", "H", "H", "H", "H", "H", "H"], "xyz": [[-0.479381, -1.508972, 0.243808], [-1.529396, -2.046126, -0.060842], [0.771763, -0.911498, 0.504597], [1.529910, -0.353299, -0.411167], [2.753781, 0.469531, -0.148645], [-1.635561, 1.396991, 0.186485], [-2.499119, 0.562429, -0.164545], [1.105326, -0.762772, 1.602592], [-1.645627, 2.472743, 0.155817], [3.615431, 0.290557, -0.854488], [3.166032, 0.245416, 0.835763], [2.395389, 1.604170, -0.012900], [-0.734128, 0.977322, 0.516287], [1.261070, -0.364251, -1.458389], [-2.135576, -0.449843, -0.058561], [-3.516812, 0.794421, -0.513885], [-2.423098, -2.416816, -0.361922]], "forces_ev_per_angstrom": [[-1.24, -1.44, -0.65], [3.29, 1.39, 1.04], [0.55, 0.49, 3.13], [1.17, 1.01, -1.44], [0.10, 1.48, 0.90], [0.20, 1.08, -0.13], [-3.14, -0.05, -0.83], [-0.72, -0.60, -1.76], [-0.83, 0.29, -0.16], [-1.30, 0.64, 0.36], [-0.08, -0.12, 0.13], [1.10, -2.25, -0.92], [1.29, -0.54, 0.52], [-0.33, -0.34, -0.16], [-0.71, 0.66, -0.25], [2.71, -0.41, 0.82], [-2.05, -1.29, -0.61]], "lumo_energy_ev": -4.80, "homo_ev": -13.34, "total_charge": 1, "e_above_lowest_kj_mol": 270.3, "e_tot_ha": -288.980029}


# 2
{"formula": "C6H12O", "method": "ωB97M-V/def2-TZVPD", "elements": ["C", "C", "C", "C", "C", "C", "H", "H", "H", "H", "H", "H", "H", "H", "H", "H", "H", "H", "O"], "xyz": [[-1.594903, -1.127373, 0.333781], [-0.300481, -0.582866, 0.787643], [0.166721, 0.698614, 0.470234], [-0.478946, 1.629811, -0.348623], [0.141477, 2.804138, -0.682900], [0.540260, -1.469287, 1.618776], [-1.449959, -2.080471, -0.179890], [-2.166075, -0.461292, -0.295780], [-2.205251, -1.349376, 1.213405], [1.125295, 1.001342, 0.872342], [-1.466616, 1.412484, -0.732686], [1.124129, 3.045648, -0.308215], [-0.330898, 3.525122, -1.339460], [0.728454, -2.402329, 1.080910], [-0.003366, -1.735320, 2.534672], [1.491345, -1.014725, 1.877892], [1.276334, -0.118152, -1.762293], [1.459720, -1.197975, -2.849095], [1.942767, -0.577990, -2.290710]], "forces_ev_per_angstrom": [[-0.11, 0.15, 0.02], [0.01, -0.29, 0.09], [0.09, 0.18, 0.01], [-0.17, -0.18, 0.02], [-0.17, 0.20, -0.14], [0.08, 0.17, 0.02], [0.06, -0.01, 0.03], [-0.07, 0.08, -0.17], [0.02, -0.09, 0.08], [0.13, -0.12, 0.05], [0.01, 0.08, -0.10], [0.14, -0.01, 0.06], [0.01, -0.05, 0.05], [-0.06, -0.06, 0.03], [0.04, -0.04, -0.10], [0.03, -0.01, 0.07], [0.14, -0.19, -0.36], [0.03, 0.07, 0.00], [-0.20, 0.10, 0.33]], "lumo_energy_ev": [-5.07, -7.73], "homo_ev": [-14.44, -14.87], "multiplicity": 2, "total_charge": 1, "e_above_lowest_kj_mol": 0.0, "e_tot_ha": -310.717269}


# 3
{"formula": "C51H70BrCl2F23IN3O22P", "method": "ωB97M-V/def2-TZVPD", "elements": ["C", "C", "C", "O", "O", "C", "C", "N", "C", "Br", "C", "C", "C", "C", "I", "C", "C", "C", "F", "C", "C", "C", "C", "N", "O", "C", "Cl", "C", "C", "Cl", "C", "C", "O", "N", "C", "O", "F", "P", "O", "O", "O", "H", "H", "H", "H", "H", "H", "H", "H", "H", "H", "H", "H", "H", "H", "H", "H", "H", "H", "H", "H", "H", "H", "H", "H", "H", "H", "H", "H", "H", "H", "H", "H", "H", "H", "H", "C", "C", "O", "C", "O", "C", "F", "F", "F", "H", "H", "H", "H", "H", "C", "C", "O", "C", "O", "C", "F", "F", "F", "H", "H", "H", "H", "H", "C", "C", "O", "C", "O", "C", "F", "F", "F", "H", "H", "H", "H", "H", "C", "C", "O", "C", "O", "C", "F", "F", "F", "H", "H", "H", "H", "H", "C", "C", "O", "C", "O", "C", "F", "F", "F", "H", "H", "H", "H", "H", "C", "C", "O", "C", "O", "C", "F", "F", "F", "H", "H", "H", "H", "H", "C", "C", "O", "C", "O", "C", "F", "F", "F", "H", "H", "H", "H", "H"], "xyz": [[-3.822359, 6.441445, -3.755012], [-3.810925, 6.877919, -5.235837], [-3.602629, 5.709834, -6.200919], [-4.112293, 5.763118, -7.238514], [-2.846137, 4.613795, -5.824143], [-1.797444, 4.389404, -6.754786], [-1.321374, 2.902515, -6.793483], [-1.584045, 2.128464, -5.566727], [-0.846336, 2.325294, -4.530233], [0.625750, 3.513754, -4.544419], [-1.322153, 1.442447, -3.355509], [0.010549, 0.619825, -3.072790], [0.101302, -0.025891, -1.640748], [0.589853, -1.504119, -1.807085], [1.744775, -2.036894, -0.057015], [-1.332153, 2.443302, -2.139792], [-1.791566, 3.916552, -2.332505], [-2.739560, 4.413694, -1.196566], [-0.696949, 4.790784, -2.188879], [-2.581507, 0.592996, -3.846742], [-2.352855, -0.923873, -3.590290], [-3.393242, -2.038705, -3.836977], [-4.590342, -1.959506, -4.780882], [-5.899934, -1.772535, -4.148280], [-4.591160, -2.126269, -5.946741], [-3.925111, 0.858729, -3.111822], [-4.513918, 2.553830, -3.394947], [-3.906541, 0.541462, -1.547741], [-4.788512, -0.694594, -1.165566], [-4.745634, 1.871871, -0.623654], [-2.560642, 1.031968, -5.357880], [-3.914802, 1.254837, -6.068569], [-4.830134, 0.576176, -5.858521], [-4.151416, 2.383040, -6.995177], [-5.457336, 2.918605, -6.869164], [-6.278185, 2.707044, -7.637959], [-5.654014, 3.723661, -5.850849], [-1.724808, -0.184857, -6.575999], [-0.275968, 0.000941, -6.561126], [-2.287821, 0.095034, -8.070975], [-2.027627, -1.720199, -6.318056], [-2.787933, 6.265615, -3.430281], [-4.441655, 5.558801, -3.561389], [-4.204972, 7.261336, -3.134418], [-3.066627, 7.665377, -5.401063], [-4.794516, 7.305090, -5.454505], [-0.970298, 5.061903, -6.474949], [-2.061654, 4.670012, -7.782495], [-0.279415, 2.828641, -7.120821], [-1.873539, 2.507129, -7.649289], [0.885426, 1.280736, -3.090201], [0.223264, -0.109030, -3.867015], [-0.861674, -0.051895, -1.122908], [0.859008, 0.480041, -1.037447], [-0.287563, -2.158883, -1.789151], [1.167425, -1.677697, -2.715859], [-1.783240, 2.092186, -1.209987], [-0.273412, 2.598369, -1.877619], [-2.332426, 4.108169, -3.266459], [-2.395950, 5.375675, -0.796896], [-3.753359, 4.589533, -1.561194], [-2.734461, 3.724400, -0.346980], [-2.048059, -1.007715, -2.539789], [-1.432166, -1.209520, -4.119267], [-2.844484, -2.933376, -4.175542], [-3.791135, -2.393213, -2.879477], [-6.392234, -2.649779, -4.297614], [-6.395978, -1.019321, -4.616828], [-4.744337, 0.271750, -3.531244], [-2.921887, 0.333580, -1.127952], [-5.635839, -0.835274, -1.842100], [-5.220881, -0.513544, -0.175945], [-4.179924, -1.598910, -1.031359], [-4.149350, 1.938355, -7.914760], [-1.519519, 0.391931, -8.593406], [-2.466367, -2.162061, -7.064017], [2.522004, -2.379721, 5.920436], [1.378854, -1.441018, 6.239615], [1.535079, -0.190804, 5.536861], [1.118861, -0.170348, 4.277154], [0.636464, -1.091074, 3.684951], [1.307997, 1.232991, 3.687816], [2.506116, 1.751956, 3.997771], [0.373099, 2.079457, 4.153815], [1.210623, 1.225990, 2.351645], [3.474361, -1.896919, 6.130158], [2.448287, -3.291499, 6.511330], [2.524027, -2.651422, 4.864468], [1.386126, -1.204836, 7.302109], [0.412336, -1.892081, 6.015545], [9.318525, -1.504132, 7.753636], [8.400542, -1.134246, 6.608551], [7.604500, -2.264138, 6.199350], [6.513495, -2.500466, 6.917296], [6.139291, -1.868874, 7.861766], [5.740499, -3.690707, 6.344497], [6.536281, -4.722989, 6.028954], [5.080558, -3.333959, 5.224203], [4.832538, -4.148969, 7.211240], [9.930449, -2.367462, 7.489714], [9.973137, -0.670571, 8.003841], [8.748421, -1.774911, 8.642945], [8.989199, -0.845081, 5.739346], [7.761945, -0.287962, 6.862810], [4.130515, 0.319979, 8.531806], [2.856095, 0.998072, 8.991911], [2.521561, 0.607791, 10.335351], [3.144705, 1.260509, 11.312207], [3.952101, 2.129348, 11.164926], [2.642168, 0.760379, 12.672593], [2.556180, -0.581069, 12.714508], [1.415568, 1.246557, 12.938562], [3.447574, 1.138990, 13.666392], [4.049532, -0.760891, 8.643066], [4.333182, 0.554085, 7.485942], [4.984679, 0.639635, 9.129116], [2.021141, 0.682577, 8.366942], [2.926055, 2.083179, 8.913303], [-0.131309, -2.636256, 13.993580], [-1.200778, -1.787945, 13.338853], [-0.840066, -1.463831, 11.983061], [-1.102679, -2.390050, 11.067599], [-1.603281, -3.455497, 11.273026], [-0.701913, -1.872533, 9.682577], [0.498900, -1.266530, 9.690673], [-1.583159, -0.970584, 9.218479], [-0.635940, -2.850822, 8.770315], [0.839636, -2.142966, 13.928914], [-0.370946, -2.810334, 15.042259], [-0.036381, -3.601686, 13.495520], [-1.295439, -0.839053, 13.864042], [-2.175702, -2.274377, 13.369654], [-10.615741, 0.926571, -6.905068], [-11.243826, 0.906063, -5.527315], [-11.562678, -0.440194, -5.126794], [-10.566441, -1.150988, -4.615396], [-9.441000, -0.768157, -4.468427], [-11.071806, -2.536553, -4.195607], [-11.864413, -3.083924, -5.128226], [-11.782418, -2.460591, -3.058175], [-10.059349, -3.384932, -3.982111], [-11.260205, 0.421771, -7.625863], [-10.451306, 1.952095, -7.234776], [-9.658133, 0.404717, -6.908342], [-12.186000, 1.450992, -5.540370], [-10.603305, 1.383860, -4.786077], [12.928472, -5.022509, 4.281320], [14.183406, -4.357758, 4.806706], [13.879247, -3.083154, 5.402082], [13.442348, -3.114277, 6.658630], [13.281152, -4.099701, 7.315125], [13.209672, -1.686201, 7.165751], [12.569768, -0.923838, 6.259197], [14.373018, -1.073298, 7.440120], [12.476398, -1.670160, 8.282419], [12.404100, -4.358188, 3.592782], [13.175310, -5.947782, 3.761314], [12.238474, -5.255438, 5.092930], [14.868226, -4.154627, 3.985122], [14.709108, -4.995983, 5.516650], [-0.315065, -1.974838, -14.035952], [0.990910, -1.391980, -13.539665], [0.775188, -0.117397, -12.897648], [0.384673, -0.156999, -11.634312], [0.192055, -1.145232, -10.986819], [0.247684, 1.268140, -11.088263], [-0.382763, 2.084205, -11.937779], [1.443286, 1.814426, -10.834097], [-0.451127, 1.288428, -9.928188], [-0.827536, -1.264966, -14.686484], [-0.135564, -2.895804, -14.589316], [-0.987694, -2.195393, -13.206388], [1.655689, -1.200575, -14.379690], [1.507504, -2.076020, -12.866894]], "forces_ev_per_angstrom": [[0.64, 0.60, -0.01], [-0.35, -0.99, 1.34], [0.36, 1.27, 2.82], [-1.26, -0.37, -3.86], [0.56, 0.44, 0.32], [1.12, 0.01, 0.14], [-1.15, 0.57, -1.67], [0.59, 1.54, 0.51], [-1.06, -0.70, 0.48], [-0.99, -0.94, 0.01], [2.74, 1.21, 0.90], [-0.03, -0.61, 0.68], [0.54, -1.19, -1.24], [-0.65, 0.46, 0.84], [-0.20, -0.10, -0.47], [0.14, 1.12, 0.24], [-1.66, 0.60, 1.57], [0.22, -0.05, 0.05], [0.38, -0.48, -0.78], [0.00, 0.34, 0.24], [1.31, -0.17, -0.32], [-0.21, -1.20, 0.25], [-1.69, 0.62, 1.59], [0.97, 0.08, 0.85], [0.99, -0.58, -2.21], [-0.16, 1.11, 0.80], [0.52, -0.41, -0.69], [-1.72, -0.65, 0.20], [0.23, 0.17, 0.38], [0.80, -0.34, 0.16], [-0.53, -0.81, -2.66], [0.87, 3.42, -0.10], [-2.12, -2.73, 1.24], [1.16, -0.41, 0.58], [2.26, -0.08, 1.05], [-3.15, -0.46, -2.76], [0.47, 0.21, 0.84], [1.38, -2.19, -1.40], [0.53, 0.99, 0.68], [-0.42, 0.25, 1.20], [-0.44, 0.79, -0.21], [-0.34, -0.18, 0.08], [0.14, 0.13, -0.20], [0.04, -0.20, -0.13], [0.01, -0.30, -0.10], [0.28, -0.13, -0.39], [-0.08, -0.34, 0.02], [-0.30, -0.24, 0.28], [-0.02, -0.03, 0.68], [-0.02, -0.49, 0.65], [-0.51, 0.18, -0.30], [-0.30, 0.11, 0.22], [0.31, 0.21, 0.12], [-0.48, 0.27, -0.06], [0.41, -0.11, -0.14], [0.12, 0.05, 0.32], [-0.10, -0.40, -0.47], [-0.27, -0.28, -0.03], [0.73, 0.00, -0.20], [0.16, -0.18, -0.37], [0.08, -0.37, 0.19], [-0.24, 0.12, -0.22], [-0.29, 0.07, -0.23], [-0.38, 0.06, 0.08], [0.10, 0.52, -0.19], [-0.14, 0.52, -0.20], [-0.32, 0.26, 0.03], [-0.12, -0.35, -0.29], [0.47, -0.09, -0.02], [-0.03, 0.71, -0.16], [0.39, -0.18, -0.07], [0.22, 0.00, -0.19], [-0.22, 0.12, -0.44], [0.06, 0.22, -0.03], [-0.13, -0.17, -0.17], [-0.28, 0.05, 0.33], [-0.09, 0.23, -0.30], [0.09, -0.72, 0.41], [-0.12, 0.42, -0.18], [-0.02, -0.68, 0.66], [-0.02, 0.30, -0.34], [0.22, 0.92, -0.40], [-0.18, -0.26, 0.02], [0.05, -0.32, 0.03], [-0.06, -0.24, 0.26], [-0.09, 0.05, 0.17], [-0.03, 0.05, 0.04], [-0.07, -0.05, 0.03], [0.01, 0.30, -0.12], [0.00, 0.16, -0.20], [-0.19, -0.28, 0.14], [0.55, 0.48, 0.21], [-0.41, -0.24, -0.14], [0.63, 0.59, 0.07], [-0.18, -0.23, -0.03], [-0.49, -1.10, -0.33], [0.06, 0.38, 0.07], [0.43, 0.04, 0.11], [0.23, 0.32, 0.02], [0.06, 0.09, -0.07], [-0.01, 0.00, -0.06], [-0.02, 0.11, -0.01], [-0.14, -0.23, -0.13], [-0.18, -0.18, 0.05], [0.02, -0.05, 0.31], [0.21, 0.08, -0.68], [-0.14, 0.03, 0.42], [0.03, 0.08, -0.95], [-0.01, -0.02, 0.42], [-0.22, -0.35, 0.95], [0.07, 0.23, -0.20], [0.19, 0.01, -0.26], [-0.03, 0.06, -0.37], [-0.05, 0.01, -0.09], [-0.06, 0.01, 0.00], [-0.01, 0.06, -0.06], [-0.11, -0.05, 0.27], [0.04, -0.01, 0.24], [0.21, -0.14, -0.26], [-0.03, -0.11, 0.73], [-0.05, 0.11, -0.51], [-0.15, 0.05, 1.00], [0.05, -0.04, -0.45], [0.44, 0.37, -1.19], [-0.17, -0.21, 0.28], [-0.12, -0.11, 0.33], [-0.10, -0.08, 0.43], [-0.08, 0.07, 0.09], [-0.04, 0.04, -0.02], [-0.11, -0.02, 0.05], [0.08, 0.12, -0.27], [0.06, -0.07, -0.24], [0.13, -0.32, -0.04], [0.07, 0.63, -0.34], [-0.02, -0.35, 0.29], [-0.10, 0.86, -0.31], [0.15, -0.38, 0.14], [-0.37, -1.03, 0.22], [0.20, 0.27, 0.06], [0.19, 0.24, -0.19], [-0.01, 0.38, -0.08], [-0.07, 0.11, 0.02], [-0.03, 0.00, 0.04], [0.03, 0.10, 0.05], [-0.12, -0.27, 0.09], [0.06, -0.23, 0.05], [-0.27, 0.15, 0.17], [0.07, -0.56, -0.41], [0.02, 0.37, 0.29], [0.30, -0.67, -0.60], [-0.15, 0.30, 0.28], [-0.19, 1.10, 0.39], [0.06, -0.34, 0.01], [-0.06, -0.36, -0.12], [0.18, -0.30, -0.21], [0.10, -0.03, -0.08], [0.04, 0.03, 0.01], [0.09, -0.08, 0.02], [-0.03, 0.28, 0.09], [-0.12, 0.13, 0.16], [-0.27, 0.20, 0.21], [0.04, -0.65, -0.50], [0.04, 0.42, 0.37], [0.24, -0.82, -0.66], [-0.17, 0.36, 0.39], [0.11, 1.09, -0.10], [-0.03, -0.35, 0.13], [-0.14, -0.37, 0.04], [0.04, -0.15, -0.03], [0.10, -0.04, -0.09], [0.05, 0.03, 0.01], [0.08, -0.09, 0.01], [-0.01, 0.30, 0.11], [-0.10, 0.16, 0.19]], "lumo_energy_ev": -3.61, "homo_ev": -11.35, "total_charge": 1, "e_above_lowest_kj_mol": 0.0, "e_tot_ha": -10235.170328}